(1)
A molecular structure, C47H40N2O2P2S2SiY in a non-equilibrium geometry, computed with wB97M-V/def2-TZVPD.

Values from the calculation:
LUMO level: 2.2 eV
Total charge: -1
Energy above the lowest of the compared OMol25 structures with the same formula, charge and spin: 4.3 kcal per mole
Total energy: -3882.19482 Eh

Each line ends with the Löwdin charge.
Positions of all 97 atoms, in Å:
Y (-0.583, -0.624, -0.194)  1.23
S (2.440, -1.255, -1.668)  0.24
S (1.517, -1.413, 2.113)  0.30
P (2.018, 0.658, -1.318)  0.31
P (1.958, 0.463, 1.500)  0.40
Si (-1.191, -2.924, -1.701)  0.60
O (-2.022, 1.044, -1.256)  -0.14
O (-3.124, -0.412, 0.004)  -0.15
N (-1.527, -2.287, 2.084)  0.07
N (-1.490, 0.438, 2.057)  0.07
C (3.502, 1.731, -1.571)  -0.31
C (3.406, 3.101, -1.323)  -0.10
C (-0.581, 2.924, -3.569)  -0.09
C (5.716, 3.400, -1.933)  -0.11
C (1.394, 2.129, 5.241)  -0.09
C (-3.025, -6.512, -0.468)  -0.11
C (5.821, 2.037, -2.170)  -0.09
C (-2.289, -1.927, -5.642)  -0.12
C (1.605, 1.635, 2.883)  -0.34
C (-2.340, -4.207, -0.874)  -0.35
C (-3.345, -2.224, 3.694)  -0.02
C (-2.179, -5.584, -1.072)  -0.12
C (4.502, 3.933, -1.508)  -0.09
C (-3.183, 0.550, 3.791)  -0.15
C (-0.060, 0.977, -4.874)  -0.09
C (0.773, 0.522, -3.856)  -0.11
C (1.152, 1.061, 0.109)  -0.66
C (-4.188, -1.418, -4.268)  -0.10
C (-2.333, -0.176, 2.941)  -0.16
C (3.803, 0.568, 1.426)  -0.33
C (-4.248, -4.720, 0.561)  -0.11
C (1.152, 3.467, 4.948)  -0.10
C (-3.095, 0.581, -0.770)  -0.52
C (4.715, 1.207, -1.994)  -0.10
C (-2.191, -2.379, -3.246)  -0.34
C (5.944, -0.484, 1.021)  -0.09
C (-3.584, -1.438, -5.521)  -0.12
C (-2.249, 2.558, 2.861)  -0.03
C (0.932, 1.261, -2.683)  -0.35
C (0.233, 2.461, -2.547)  -0.12
C (-2.398, -1.597, 2.927)  -0.25
C (1.359, 2.978, 2.599)  -0.13
C (6.582, 0.744, 1.126)  -0.10
C (-4.065, -6.083, 0.348)  -0.12
C (-4.207, -1.487, 4.537)  -0.09
C (4.456, 1.799, 1.526)  -0.09
C (4.561, -0.571, 1.168)  -0.13
C (5.834, 1.888, 1.379)  -0.09
C (-3.498, -1.880, -3.150)  -0.12
C (-1.474, 1.745, 2.003)  -0.14
C (-3.391, -3.798, -0.036)  -0.14
C (-1.606, -2.387, -4.518)  -0.13
C (-4.119, -0.128, 4.610)  -0.06
C (1.138, 3.892, 3.625)  -0.09
C (1.623, 1.220, 4.213)  -0.09
C (-0.732, 2.181, -4.733)  -0.09
C (-3.093, 1.963, 3.743)  -0.01
H (0.944, 4.934, 3.390)  0.10
H (0.970, 4.175, 5.749)  0.09
H (4.790, 0.138, -2.165)  0.07
H (6.768, 1.613, -2.487)  0.10
H (-3.416, -3.307, 3.657)  0.11
H (-4.767, 0.445, 5.263)  0.10
H (-0.197, 0.378, -5.768)  0.09
H (-1.131, 3.849, -3.440)  0.10
H (1.326, 3.285, 1.557)  0.09
H (6.576, 4.045, -2.072)  0.09
H (1.797, 0.173, 4.434)  0.07
H (-2.872, -7.573, -0.637)  0.09
H (-0.818, 2.180, 1.255)  0.08
H (-4.729, -6.803, 0.813)  0.09
H (0.296, 3.007, -1.614)  0.09
H (-3.993, -1.855, -2.182)  0.09
H (-2.164, 3.634, 2.789)  0.11
H (4.413, 4.997, -1.313)  0.10
H (3.884, 2.700, 1.707)  0.10
H (1.399, 1.792, 6.271)  0.10
H (-4.116, -1.073, -6.393)  0.09
H (-1.809, -1.952, -6.614)  0.09
H (-5.059, -4.373, 1.194)  0.09
H (-3.720, 2.551, 4.404)  0.11
H (-1.374, -5.935, -1.711)  0.08
H (-3.538, -2.738, 0.160)  0.07
H (-4.035, 1.072, -1.037)  0.13
H (1.293, -0.424, -3.950)  0.06
H (6.323, 2.853, 1.448)  0.10
H (2.468, 3.507, -0.957)  0.09
H (-0.593, -2.766, -4.632)  0.09
H (-4.936, -2.018, 5.139)  0.10
H (-5.198, -1.039, -4.160)  0.09
H (-1.639, -3.289, 2.115)  0.10
H (-0.551, -2.016, 2.207)  -0.10
H (6.519, -1.380, 0.812)  0.10
H (-0.165, -3.806, -2.361)  -0.05
H (4.058, -1.522, 1.067)  0.05
H (-1.394, 2.526, -5.518)  0.10
H (7.658, 0.812, 1.005)  0.10

Atoms 1-3, force components in eV/Å:
Y -0.5 0.8 1.4
S -0.3 -0.1 0.1
S -0.1 0.1 -0.2

---

(2)
2 unconnected molecules or ions with the total composition C4H8N2O3S2 in a non-equilibrium geometry, computed with wB97M-V/def2-TZVPD.

Values from the calculation:
LUMO level (spin up / spin down): -1.2 / -1.2 eV
Energy above the lowest of the compared OMol25 structures with the same formula, charge and spin: 46.9 kcal per mole
Total energy: -1288.67580 Eh

Each line ends with the Löwdin charge.
Positions of all 19 atoms, in Å:
S (0.422, 1.711, -0.146)  0.68
S (3.654, -1.036, -0.238)  1.08
O (0.023, 1.357, -1.481)  -0.31
O (1.109, 2.969, 0.001)  -0.31
O (-0.260, -0.977, 0.641)  -0.33
N (2.282, 0.319, 1.433)  0.08
N (2.335, -0.127, -0.766)  -0.22
C (-0.937, 1.653, 1.024)  -0.11
C (3.303, -0.460, 1.364)  -0.36
C (-0.231, -1.718, -0.490)  -0.34
C (1.700, 0.481, 0.255)  -0.43
H (1.971, -0.115, -1.708)  0.12
H (0.611, -2.442, -0.513)  0.05
H (3.901, -0.734, 2.210)  0.09
H (-0.614, 2.159, 1.921)  0.07
H (-0.174, -1.087, -1.399)  0.05
H (-1.159, -2.305, -0.586)  0.07
H (-1.769, 2.155, 0.549)  0.08
H (-1.143, 0.600, 1.187)  0.04

Atoms 1-3, force components in eV/Å:
S 0.0 0.8 -0.2
S -0.5 0.3 0.3
O -0.2 -0.4 0.1

---

(3)
A molecular structure, C16H14BaN6O6S, computed with wB97M-V/def2-TZVPD.

Values from the calculation:
LUMO level: -0.4 eV
Energy above the lowest of the compared OMol25 structures with the same formula, charge and spin: 0.0 kcal per mole
Total energy: -1821.97757 Eh

Each line ends with the Löwdin charge.
Positions of all 44 atoms, in Å:
Ba (0.509, 0.931, -0.026)  2.01
S (3.560, 0.850, 0.708)  0.49
O (-5.090, 4.185, 0.057)  0.13
O (3.475, -0.597, 0.793)  -0.34
O (3.218, 1.405, -0.608)  -0.47
O (-0.806, 3.015, -0.557)  -0.27
O (-2.576, 4.332, -0.223)  0.05
O (-6.508, 2.474, 0.239)  0.09
N (3.015, 0.533, 3.759)  0.15
N (2.488, 1.522, 1.670)  -0.29
N (9.013, 2.620, 2.145)  0.10
N (-2.394, 0.718, -0.241)  0.03
N (-4.562, 0.616, 0.037)  0.18
N (0.790, 0.678, 2.928)  0.02
C (0.337, 0.186, 4.078)  -0.14
C (-3.424, -0.092, -0.093)  -0.37
C (5.663, 2.581, 0.632)  -0.05
C (5.188, 1.360, 1.094)  -0.30
C (-2.031, 3.221, -0.344)  -0.60
C (7.236, 0.987, 2.279)  -0.03
C (-2.904, 2.006, -0.211)  -0.14
C (-5.387, 2.918, 0.097)  -0.50
C (-3.377, -1.579, -0.068)  0.00
C (2.124, 0.888, 2.831)  -0.53
C (-4.261, 1.950, -0.034)  -0.07
C (1.180, -0.149, 5.120)  -0.06
C (5.972, 0.566, 1.918)  -0.06
C (6.926, 3.003, 0.993)  -0.03
C (2.536, 0.021, 4.881)  -0.12
C (7.729, 2.214, 1.824)  -0.32
H (7.306, 3.949, 0.628)  0.11
H (9.418, 2.202, 2.966)  0.09
H (-0.735, 0.042, 4.148)  0.11
H (3.268, -0.268, 5.629)  0.11
H (-5.509, 0.287, 0.159)  0.17
H (9.199, 3.606, 2.070)  0.09
H (5.582, -0.379, 2.273)  0.11
H (-4.075, 4.319, -0.056)  0.06
H (-2.348, -1.914, -0.174)  0.07
H (5.042, 3.187, -0.013)  0.12
H (-3.960, -2.005, -0.885)  0.09
H (7.855, 0.365, 2.915)  0.11
H (-3.772, -1.972, 0.870)  0.09
H (0.810, -0.543, 6.054)  0.10

Atoms 1-3, force components in eV/Å:
Ba -0.3 0.4 -0.1
S 0.0 0.2 -0.1
O 0.1 0.1 0.0

---

(4)
C7H14O in the gas phase in a non-equilibrium geometry, computed with wB97M-V/def2-TZVPD.

Values from the calculation:
LUMO level: 0.9 eV
Structure (SMILES): C=C(CC)CCCO
Energy above the lowest of the compared OMol25 structures with the same formula, charge and spin: 88.1 kcal per mole
Total energy: -350.21905 Eh

Each line ends with the Löwdin charge.
Positions of all 22 atoms, in Å:
O (2.751, -0.054, 0.160)  -0.13
C (-0.101, -0.252, 1.088)  -0.21
C (-2.560, 0.208, 0.844)  0.05
C (-1.294, -0.173, -1.215)  -0.29
C (0.811, 0.939, 0.931)  -0.20
C (-0.514, -1.413, -1.488)  -0.15
C (1.705, 0.927, -0.300)  -0.18
C (-1.335, -0.073, 0.280)  -0.34
H (2.208, 2.066, -0.382)  0.18
H (-2.654, 0.274, 1.889)  0.02
H (3.613, 0.175, -0.299)  0.10
H (1.097, 0.487, -1.066)  0.06
H (-0.385, -1.684, -2.631)  0.10
H (-0.244, -0.722, 2.078)  0.14
H (0.603, -1.459, -1.054)  0.11
H (-1.249, -2.304, -1.129)  0.13
H (-3.560, 0.464, 0.263)  0.10
H (1.380, 1.064, 1.914)  0.14
H (-1.043, 0.744, -1.812)  0.12
H (-2.376, -0.264, -1.598)  0.13
H (0.088, 1.677, 1.032)  0.09
H (0.245, -1.075, 0.671)  0.03

Atoms 1-3, force components in eV/Å:
O 0.8 1.5 -2.0
C -1.5 0.8 1.2
C 0.2 0.1 -2.5

---

(5)
A molecular structure, C34H37ClN5O2SSiTi in a non-equilibrium geometry, computed with wB97M-V/def2-TZVPD.

Values from the calculation:
LUMO level (spin up / spin down): 2.3 / 2.3 eV
Total charge: -1
Energy above the lowest of the compared OMol25 structures with the same formula, charge and spin: 27.1 kcal per mole
Total energy: -3739.58547 Eh

Each line ends with the Löwdin charge.
Positions of all 82 atoms, in Å:
Ti (1.884, 1.090, -0.341)  0.95
Cl (5.756, -6.245, -0.747)  0.64
S (4.479, 2.067, -0.467)  0.60
Si (-1.340, 0.235, 0.844)  0.64
O (2.765, -0.287, -1.537)  -0.11
O (2.948, -0.304, 0.633)  -0.11
N (5.066, 3.159, 1.919)  0.03
N (1.967, 2.910, 0.337)  -0.23
N (0.762, 2.087, -1.707)  -0.04
N (2.876, 3.330, 1.292)  0.00
N (-0.315, -1.366, -1.273)  -0.20
C (-1.429, 3.443, -2.841)  -0.11
C (-3.303, -2.295, 4.345)  -0.11
C (0.062, -2.476, -0.414)  -0.20
C (-3.642, 1.671, -0.114)  -0.10
C (-2.055, -2.645, 3.850)  -0.10
C (-1.493, -1.925, 2.807)  -0.11
C (0.551, 4.902, 0.818)  -0.04
C (-3.974, -1.221, 3.785)  -0.10
C (0.192, 3.206, -1.063)  -0.25
C (4.195, -2.719, -1.770)  0.00
C (-3.250, 3.895, 1.474)  -0.10
C (4.019, -2.927, 0.626)  0.00
C (0.890, 3.662, 0.049)  -0.32
C (-0.970, 3.820, -1.625)  -0.05
C (-1.518, -0.660, -0.830)  -0.23
C (4.615, -4.176, 0.567)  -0.10
C (0.325, 1.810, -2.965)  -0.17
C (-2.351, 2.838, 1.515)  -0.10
C (-1.680, -3.776, -1.700)  -0.20
C (0.384, 0.706, 1.242)  -0.26
C (3.804, -2.203, -0.541)  -0.13
C (-0.994, -3.592, -0.338)  -0.16
C (-4.543, 2.725, -0.169)  -0.10
C (5.000, -4.677, -0.667)  -0.67
C (4.067, 2.907, 1.001)  -0.89
C (-0.361, -1.837, -2.667)  -0.18
C (4.801, -3.963, -1.840)  -0.10
C (-2.150, -0.844, 2.208)  -0.21
C (-0.757, -3.320, -2.826)  -0.18
C (-4.348, 3.843, 0.628)  -0.11
C (-2.524, 1.704, 0.722)  -0.25
C (3.143, -0.870, -0.472)  -0.63
C (-3.401, -0.509, 2.738)  -0.09
C (-0.719, 2.434, -3.565)  -0.11
H (4.866, 3.883, 2.589)  0.07
H (-2.598, -3.186, -1.742)  0.10
H (5.121, -4.377, -2.785)  0.10
H (-1.512, -3.476, 4.284)  0.10
H (-0.506, -2.212, 2.470)  0.09
H (-2.405, -1.314, -0.806)  0.08
H (-3.742, -2.850, 5.165)  0.09
H (0.875, 1.030, -3.477)  0.10
H (0.401, 1.608, 1.861)  0.01
H (-5.046, 4.669, 0.587)  0.09
H (-1.010, 2.154, -4.568)  0.08
H (-1.498, 2.896, 2.179)  0.10
H (-5.397, 2.675, -0.834)  0.10
H (1.096, 4.903, 1.760)  0.06
H (-1.240, -3.461, -3.797)  0.10
H (-1.059, -1.201, -3.212)  0.11
H (3.711, -2.501, 1.572)  0.13
H (-0.493, -4.518, -0.040)  0.11
H (0.309, -2.091, 0.577)  0.09
H (0.632, -1.688, -3.103)  0.11
H (0.821, -0.093, 1.857)  0.00
H (-1.733, -3.373, 0.435)  0.09
H (6.003, 3.107, 1.559)  0.05
H (4.015, -2.135, -2.662)  0.12
H (-1.727, 0.122, -1.567)  0.08
H (-3.090, 4.765, 2.101)  0.10
H (-0.517, 4.963, 1.022)  0.05
H (0.835, 5.803, 0.266)  0.08
H (-3.947, 0.329, 2.322)  0.09
H (4.784, -4.757, 1.463)  0.10
H (0.140, -3.947, -2.829)  0.11
H (-2.308, 3.908, -3.268)  0.09
H (-1.975, -4.818, -1.841)  0.10
H (-3.813, 0.806, -0.746)  0.10
H (-4.944, -0.926, 4.167)  0.09
H (0.986, -2.896, -0.819)  0.12
H (-1.471, 4.594, -1.059)  0.10

Atoms 1-3, force components in eV/Å:
Ti -1.1 3.0 -0.3
Cl 0.0 0.0 0.0
S -0.3 -0.2 0.3

---

(6)
C13H15N in the gas phase in a non-equilibrium geometry, computed with wB97M-V/def2-TZVPD.

Values from the calculation:
LUMO level: 0.7 eV
Structure (SMILES): CC1(C)Cc2ccccc2[C@]1(C)C#N
Energy above the lowest of the compared OMol25 structures with the same formula, charge and spin: 52.3 kcal per mole
Total energy: -559.05508 Eh

Each line ends with the Löwdin charge.
Positions of all 29 atoms, in Å:
N (1.772, -2.838, 0.089)  0.19
C (0.320, -0.879, -0.703)  -0.35
C (-0.594, -1.136, -1.922)  -0.04
C (2.631, 0.332, -1.277)  -0.03
C (1.099, 0.876, 0.784)  -0.07
C (0.441, 1.497, -1.528)  -0.05
C (-0.802, -0.549, 0.489)  -0.11
C (-2.148, 0.360, 2.729)  -0.07
C (1.107, -1.990, -0.307)  -0.21
C (-0.920, 0.936, 2.376)  -0.02
C (-0.229, 0.364, 1.308)  -0.20
C (-1.970, -1.218, 0.892)  -0.04
C (1.230, 0.434, -0.740)  -0.45
C (-2.551, -0.767, 2.026)  -0.14
H (1.141, 1.948, 1.019)  0.12
H (-3.370, -1.306, 2.461)  0.10
H (-0.029, -0.996, -2.844)  0.08
H (3.031, 1.288, -1.074)  0.07
H (-2.800, 0.830, 3.543)  0.13
H (2.029, 0.505, 1.399)  0.16
H (-0.521, 1.673, -1.146)  0.07
H (3.036, -0.496, -0.665)  0.09
H (-1.111, -2.151, -1.720)  0.11
H (-1.517, -0.358, -1.868)  0.14
H (2.651, 0.216, -2.423)  0.12
H (0.989, 2.419, -1.548)  0.09
H (0.212, 1.310, -2.524)  0.06
H (-2.549, -2.120, 0.332)  0.17
H (-0.577, 1.816, 2.842)  0.10

Atoms 1-3, force components in eV/Å:
N 0.1 -0.2 -0.1
C -3.2 1.9 0.5
C -2.2 0.3 1.0

---

Q: Which formula does entry 6 have?
A: C13H15N